Entry from the Open Molecules 2025 dataset: a structure of composition C4H8O2 (ωB97M-V with the def2-TZVPD basis set).

```
14
Properties=species:S:1:pos:R:3:forces:R:3
C 1.62764 0.02204 -0.19644 0.07 0.07 -0.03
C 0.18751 -0.07616 0.27302 0.04 0.08 -0.19
O 0.12665 -0.83948 1.47410 -0.03 0.02 0.30
C -0.82464 -0.61786 -0.71401 0.12 -0.14 -0.18
O -1.87552 0.37572 -0.46356 -0.25 0.05 0.31
C -0.56575 1.23756 0.46838 0.12 0.02 -0.17
H 1.68865 0.47437 -1.19174 0.00 -0.08 0.13
H 2.09751 -0.96622 -0.21946 -0.08 0.12 0.01
H 2.19642 0.64636 0.50058 -0.06 -0.09 -0.07
H -0.22002 -0.21595 2.12976 0.07 -0.11 -0.01
H -1.17214 -1.63662 -0.52920 0.00 0.12 0.02
H -0.54914 -0.49427 -1.76076 -0.01 0.04 0.09
H -2.40255 0.09997 0.30390 0.10 0.03 -0.27
H -0.29871 1.92788 -0.34754 -0.09 -0.13 0.06
```
Positions in Å, forces in eV/Å.

The calculation puts the HOMO-LUMO gap at 8.885 eV. The energy above the lowest of the compared OMol25 structures with the same formula, charge and spin is 4.770 eV. The calculation puts the largest force on an atom at 0.0079 Eh/bohr. Its spin multiplicity is 1.

***

Entry from the Open Molecules 2025 dataset: a cluster of 2 separate species, C4H8O2 in total (ωB97M-V with the def2-TZVPD basis set).

```
14
Properties=species:S:1:pos:R:3:forces:R:3
C -1.24425 -1.29874 0.31534 0.33 -0.24 0.06
C -0.31177 -0.33620 0.03353 -0.07 -0.39 0.49
C -0.43381 1.12779 0.45294 -0.30 0.25 -0.13
O -1.25359 1.98540 0.25767 0.42 -0.45 -0.01
O 0.96326 -0.79517 0.02141 0.11 -0.10 0.40
C 2.03849 0.09724 -0.19987 0.27 0.22 0.05
H -2.16869 -1.47223 -0.21062 -0.27 0.63 0.71
H -0.94171 -2.07917 0.99751 0.48 -0.53 -0.46
H 0.37625 1.30350 1.19458 -0.02 -0.01 -0.15
H 2.80738 -0.48673 -0.70985 -0.08 0.11 0.11
H 1.76045 0.94613 -0.83962 -0.03 -0.18 0.13
H 2.43085 0.46604 0.75142 0.09 0.07 -0.11
H -1.73060 0.30087 -1.27594 -0.62 0.17 -0.44
H -2.29227 0.24125 -0.78849 -0.32 0.46 -0.66
```
Positions in Å, forces in eV/Å.

As for the structure (SMILES): C=C(C=O)OC.[H][H]. The calculation puts the HOMO-LUMO gap at 8.820 eV. The energy above the lowest of the compared OMol25 structures with the same formula, charge and spin is 5.222 eV. The calculation puts the largest force on an atom at 0.0192 Eh/bohr. Its spin multiplicity is 1.

***

Entry from the Open Molecules 2025 dataset: the molecule C4H8O2 (ωB97M-V with the def2-TZVPD basis set).

```
14
Properties=species:S:1:pos:R:3:forces:R:3
C 0.27750 -1.93306 -1.23614 0.01 -0.26 -0.19
O 0.35060 -0.84154 -0.35766 0.02 0.03 0.06
C -0.85097 -0.11107 -0.32171 -0.18 0.10 -0.02
C -0.71638 1.05891 0.61070 0.15 0.01 0.11
C 0.29124 1.19943 1.46962 -0.04 -0.30 -0.29
O 0.53013 2.28248 2.25491 -0.24 0.26 -0.08
H 1.24784 -2.43440 -1.21663 -0.15 0.06 -0.01
H 0.06405 -1.60935 -2.26766 0.04 -0.02 0.16
H -0.50228 -2.64983 -0.93278 0.11 0.12 -0.02
H -1.68177 -0.78053 -0.03064 0.11 0.14 0.04
H -1.09965 0.26138 -1.33213 0.07 -0.06 0.12
H -1.47713 1.83616 0.52060 0.15 -0.09 0.02
H 1.05346 0.44295 1.61409 -0.11 0.01 -0.12
H -0.06290 2.98818 1.96507 0.06 0.00 0.21
```
Positions in Å, forces in eV/Å.

As for the structure (SMILES): COC/C=C/O. The calculation puts the HOMO-LUMO gap at 9.692 eV. The energy above the lowest of the compared OMol25 structures with the same formula, charge and spin is 2.021 eV. The calculation puts the largest force on an atom at 0.0082 Eh/bohr. Its spin multiplicity is 1.

***

Entry from the Open Molecules 2025 dataset: the molecule C4H8O2 (ωB97M-V with the def2-TZVPD basis set).

```
14
Properties=species:S:1:pos:R:3:forces:R:3
C -2.21614 -0.30379 0.64142 -0.09 0.04 0.35
C -1.08160 -0.19965 -0.34191 -0.17 -0.09 -0.57
O 0.11298 0.12577 0.37302 0.41 -0.48 -0.39
C 1.22265 0.31010 -0.43705 -0.30 2.31 -0.16
O 1.22647 0.92449 -1.53722 -0.90 -1.09 0.54
C 2.48747 0.49514 0.25062 0.53 -2.17 1.03
H -2.01770 -1.07695 1.38847 0.00 0.07 -0.07
H -2.34847 0.64657 1.16463 -0.03 -0.08 -0.03
H -3.15507 -0.55375 0.13817 0.18 0.06 -0.03
H -0.94292 -1.15069 -0.87470 0.04 0.10 0.06
H -1.27258 0.57389 -1.09180 0.04 -0.08 0.09
H 2.99040 -0.24521 0.87999 -0.78 0.23 0.39
H 3.14209 1.29941 -0.02279 0.14 0.06 -1.06
H 1.85243 -0.84536 -0.53084 0.93 1.13 -0.15
```
Positions in Å, forces in eV/Å.

The calculation puts the HOMO-LUMO gap (spin up / spin down) at 8.439 / 8.440 eV. The energy above the lowest of the compared OMol25 structures with the same formula, charge and spin is 4.911 eV. The calculation puts the largest force on an atom at 0.0479 Eh/bohr. Its spin multiplicity is 1.

***

> Which of these has the highest largest force on an atom?

number 4